A cluster of 18 separate species, C27H8Cl68O5 in total. Source: OMol25; level of theory: ωB97M-V/def2-TZVPD.

Structure (XYZ):
```
108
Properties=species:S:1:pos:R:3:mulliken_charge:R:1
O -3.31 2.10 3.01 -0.500
C -3.34 1.19 2.26 0.593
O -3.79 -0.04 2.55 -0.345
C -3.83 -0.81 1.33 -0.265
C -3.06 0.04 0.34 0.150
O -1.98 -0.49 -0.37 -0.403
C -0.72 -0.39 0.20 -0.185
O 0.20 -0.17 -0.52 -0.271
C -0.52 -0.65 1.66 0.805
C -0.81 -1.93 2.14 -0.042
C -0.62 -2.21 3.48 -0.713
C -0.13 -1.21 4.31 0.647
C 0.18 0.05 3.83 -1.911
C -0.02 0.35 2.49 -0.215
O -2.90 1.28 0.97 -0.339
H -4.89 -0.81 1.07 0.361
H -3.58 -1.86 1.42 0.094
H -3.77 0.23 -0.46 0.499
H -1.20 -2.66 1.45 0.243
H -0.84 -3.20 3.84 0.555
H 0.01 -1.44 5.36 -0.280
H 0.58 0.82 4.46 1.143
H 0.22 1.32 2.09 0.546
C 1.26 1.93 -3.68 -0.040
Cl 2.79 1.45 -2.93 -0.015
Cl 0.12 2.39 -2.41 -0.074
Cl 1.52 3.30 -4.76 0.034
Cl 0.63 0.56 -4.61 0.052
C -2.11 2.78 6.67 0.182
Cl -0.83 3.67 7.50 -0.082
Cl -3.28 3.90 5.97 -0.117
Cl -1.40 1.78 5.40 0.111
Cl -2.94 1.73 7.84 -0.047
C 1.96 -3.16 -2.87 0.113
Cl 1.55 -4.56 -3.87 -0.115
Cl 0.49 -2.42 -2.26 0.151
Cl 2.96 -3.68 -1.51 -0.068
Cl 2.85 -1.98 -3.85 -0.068
C 2.58 -7.69 -0.93 0.223
Cl 2.66 -9.29 -0.20 -0.100
Cl 1.15 -7.58 -1.96 -0.062
Cl 2.48 -6.47 0.34 -0.075
Cl 4.04 -7.40 -1.89 -0.010
C -0.68 -3.77 8.28 0.305
Cl 0.34 -3.61 9.71 -0.103
Cl -0.46 -5.37 7.56 -0.109
Cl -2.37 -3.54 8.72 -0.022
Cl -0.22 -2.52 7.09 -0.131
C 3.79 7.03 -5.65 0.346
Cl 3.29 8.69 -5.96 -0.102
Cl 4.11 6.82 -3.92 -0.096
Cl 2.51 5.92 -6.15 -0.050
Cl 5.26 6.68 -6.56 -0.097
C 6.11 1.18 -0.39 0.264
Cl 6.41 2.64 -1.33 -0.091
Cl 7.62 0.30 -0.17 -0.109
Cl 5.45 1.62 1.19 -0.095
Cl 4.95 0.16 -1.25 0.010
C 6.48 -5.83 -5.21 0.200
Cl 7.46 -5.69 -3.75 -0.073
Cl 6.62 -7.48 -5.86 -0.111
Cl 4.79 -5.51 -4.81 0.055
Cl 7.04 -4.67 -6.41 -0.074
C -3.49 1.92 -5.55 0.076
Cl -4.53 3.35 -5.48 -0.046
Cl -2.11 2.15 -4.47 0.083
Cl -4.42 0.50 -5.05 -0.091
Cl -2.91 1.71 -7.20 -0.018
C -2.64 -5.27 -0.11 0.277
Cl -2.95 -6.28 -1.52 -0.099
Cl -1.18 -5.82 0.71 -0.070
Cl -2.42 -3.59 -0.62 -0.033
Cl -4.02 -5.37 1.00 -0.112
C -4.46 -1.57 11.62 0.282
Cl -4.83 -2.98 10.62 -0.107
Cl -5.96 -0.88 12.25 -0.100
Cl -3.42 -2.05 12.96 -0.102
Cl -3.63 -0.36 10.63 0.008
C -2.92 4.54 -10.49 0.309
Cl -3.55 4.97 -8.90 -0.026
Cl -2.75 2.78 -10.61 -0.093
Cl -4.03 5.11 -11.74 -0.107
Cl -1.34 5.30 -10.71 -0.099
C -0.33 3.63 11.53 0.270
Cl -0.98 5.27 11.39 -0.081
Cl 0.06 3.29 13.22 -0.108
Cl -1.54 2.47 10.97 0.015
Cl 1.13 3.48 10.55 -0.106
C -0.71 8.09 7.30 0.293
Cl -1.35 9.74 7.17 -0.106
Cl -0.31 7.74 8.98 -0.077
Cl -1.92 6.94 6.73 -0.003
Cl 0.75 7.95 6.31 -0.106
C -2.05 -2.69 -7.13 0.208
Cl -2.51 -4.16 -6.27 -0.097
Cl -0.81 -3.07 -8.33 -0.109
Cl -3.47 -2.03 -7.95 -0.093
Cl -1.42 -1.51 -5.98 0.076
C -6.32 7.34 -6.40 0.374
Cl -6.31 5.69 -5.75 -0.070
Cl -7.77 7.58 -7.38 -0.098
Cl -6.31 8.49 -5.07 -0.099
Cl -4.89 7.58 -7.41 -0.086
C 11.15 -6.36 -6.37 0.304
Cl 11.62 -5.78 -4.77 -0.102
Cl 9.58 -7.17 -6.26 -0.002
Cl 11.03 -5.00 -7.48 -0.101
Cl 12.37 -7.50 -6.96 -0.103
```

Values from the calculation:
Spin multiplicity: 1
HOMO energy: -9.97 eV

=====

A structure of composition C28H11F5MnN8O9Se. Source: OMol25; level of theory: ωB97M-V/def2-TZVPD.

Structure (XYZ):
```
63
Properties=species:S:1:pos:R:3:mulliken_charge:R:1
Mn 0.10 0.27 -1.29 0.845
O 0.49 -0.73 -5.33 -0.636
C 0.64 -0.02 -4.35 0.070
N -0.26 0.10 -3.31 -0.087
C -1.60 0.03 -3.60 -0.082
O -2.15 0.25 -4.66 -0.687
C -2.41 -0.35 -2.39 0.566
C -3.73 -0.72 -2.49 -0.452
C -4.37 -1.23 -1.36 -0.289
C -3.64 -1.38 -0.20 -0.927
C -2.33 -0.95 -0.16 -0.357
N -1.72 -0.44 -1.24 0.413
C 1.91 0.78 -4.20 0.588
C 3.12 0.22 -4.58 -0.558
C 4.27 0.98 -4.45 -0.312
C 4.16 2.27 -3.96 -0.438
C 2.90 2.74 -3.62 -0.213
N 1.80 2.01 -3.72 -0.440
H -4.22 -0.60 -3.44 0.491
H -5.41 -1.52 -1.41 0.387
H -4.09 -1.79 0.70 0.411
H -1.73 -1.06 0.73 0.611
H 3.14 -0.80 -4.95 0.416
H 5.24 0.56 -4.69 0.372
H 5.03 2.90 -3.84 0.359
H 2.78 3.74 -3.22 0.367
F -7.25 2.48 5.54 -0.338
C -6.27 2.33 4.62 0.537
C -5.68 3.43 4.03 0.126
F -6.11 4.66 4.38 -0.328
C -4.69 3.27 3.09 0.224
F -4.18 4.38 2.54 -0.319
C -4.23 2.01 2.67 -0.224
Se -2.84 1.79 1.42 -0.411
C -4.86 0.93 3.30 0.497
F -4.52 -0.33 2.96 -0.292
C -5.85 1.07 4.25 -0.057
F -6.41 -0.01 4.83 -0.336
O 4.15 0.61 -0.84 -0.717
C 3.10 0.00 -0.73 0.110
O 1.98 0.36 -1.23 -0.187
C 3.12 -1.31 0.06 0.346
C 4.30 -1.63 0.71 -0.658
C 4.37 -2.80 1.46 -0.120
C 3.28 -3.64 1.59 -0.358
C 2.12 -3.30 0.94 -0.372
C 2.03 -2.15 0.16 -0.452
N 0.95 -4.17 1.07 1.060
O 1.07 -5.18 1.72 -0.658
O -0.08 -3.83 0.53 -0.612
N 5.63 -3.17 2.11 1.082
O 5.65 -4.20 2.76 -0.654
O 6.58 -2.44 1.97 -0.628
H 5.15 -0.98 0.64 0.614
H 3.34 -4.54 2.18 0.599
H 1.12 -1.96 -0.37 0.948
O -0.09 1.03 0.43 -0.462
N 0.90 0.92 1.25 -0.063
C 1.02 1.72 2.26 0.729
C 0.25 2.86 2.69 -0.028
N -0.26 3.77 3.17 -0.474
C 2.17 1.45 3.10 0.028
N 3.08 1.29 3.79 -0.569
```

Values from the calculation:
Spin multiplicity: 2
Charge: -2
HOMO energy (spin up / spin down): -1.87 / -1.87 eV
⟨S²⟩: 0.764

=====

A structure of composition C28H15Cl4F2N3O4SV. Source: OMol25; level of theory: ωB97M-V/def2-TZVPD.

Structure (XYZ):
```
58
Properties=species:S:1:pos:R:3:mulliken_charge:R:1
V 0.30 1.29 0.98 -0.423
O 4.23 0.36 0.70 -0.783
C 3.01 0.35 0.82 0.266
O 2.24 1.34 0.98 -0.628
C 2.27 -0.97 0.88 0.374
C 2.95 -2.18 1.01 -0.669
C 2.22 -3.34 1.17 -0.518
C 0.84 -3.24 1.21 -0.935
C 0.25 -2.00 1.05 -0.080
N 0.94 -0.87 0.88 0.729
H 4.03 -2.15 1.00 0.537
H 2.71 -4.31 1.25 0.423
H 0.23 -4.11 1.37 0.502
H -0.83 -1.93 1.06 0.156
F -4.32 -0.79 -0.94 -0.369
C -3.51 -0.54 0.12 0.214
C -2.31 0.14 -0.08 -0.439
C -1.47 0.40 1.00 0.587
C -1.86 -0.05 2.28 0.419
C -3.07 -0.72 2.44 0.813
F -3.46 -1.20 3.65 -0.367
C -3.91 -0.98 1.37 -0.970
C -0.89 0.24 3.32 0.210
C -1.00 -0.07 4.68 -1.188
C 0.02 0.28 5.54 -0.286
C 1.13 0.95 5.04 -1.035
C 1.17 1.25 3.69 -0.345
N 0.21 0.89 2.84 0.623
H -2.03 0.43 -1.09 0.649
H -4.83 -1.51 1.51 0.497
H -1.88 -0.56 5.05 0.527
H -0.05 0.03 6.59 0.435
H 1.94 1.26 5.69 0.402
H 2.00 1.79 3.26 0.585
Cl -1.34 6.13 -3.39 -0.242
C -1.07 5.19 -1.97 0.187
C -1.42 5.72 -0.73 0.464
Cl -2.12 7.29 -0.62 -0.248
C -1.21 4.96 0.42 -0.108
Cl -1.60 5.61 1.97 -0.245
C -0.67 3.69 0.34 0.300
O -0.45 2.88 1.33 -0.463
C -0.28 3.14 -0.94 0.237
O 0.21 1.96 -0.88 -0.524
C -0.50 3.93 -2.08 -0.021
Cl -0.03 3.31 -3.61 -0.243
S 0.23 -1.61 -2.37 -0.190
C 0.66 -2.27 -3.83 0.123
N 1.31 -1.49 -4.77 -0.027
C 1.78 -1.98 -5.94 -0.222
C 1.60 -3.29 -6.27 -0.587
C 0.89 -4.13 -5.37 -0.178
C 0.43 -3.62 -4.19 -0.626
H 1.44 -0.52 -4.53 0.210
H 2.30 -1.29 -6.58 0.379
H 1.99 -3.70 -7.19 0.361
H 0.72 -5.17 -5.62 0.377
H -0.10 -4.23 -3.48 0.375
```

Values from the calculation:
Spin multiplicity: 3
Charge: -1
HOMO energy (spin up / spin down): -4.18 / -4.25 eV
⟨S²⟩: 2.016

=====

A structure of composition C28H17F9N4ORu. Source: OMol25; level of theory: ωB97M-V/def2-TZVPD.

Structure (XYZ):
```
60
Properties=species:S:1:pos:R:3:mulliken_charge:R:1
Ru 0.33 0.25 0.02 -0.411
C -3.75 1.37 -0.82 -1.171
C -2.56 1.06 -0.14 -0.046
N -1.40 0.95 -0.75 0.289
C -1.39 1.09 -2.11 0.268
C -2.51 1.42 -2.86 0.568
C -3.73 1.57 -2.17 -0.689
C -2.35 1.56 -4.28 -0.968
C -1.16 1.35 -4.89 -0.952
C -0.01 0.94 -4.13 0.847
C 1.25 0.65 -4.67 -0.817
C 2.27 0.23 -3.84 -1.100
C 2.03 0.09 -2.47 -0.542
N 0.84 0.36 -1.95 0.964
C -0.15 0.80 -2.75 0.280
H -4.66 1.45 -0.25 0.462
H -2.57 0.93 0.94 0.742
H -4.63 1.82 -2.71 0.480
H -3.22 1.85 -4.87 0.458
H -1.06 1.47 -5.96 0.465
H 1.43 0.76 -5.73 0.486
H 3.25 0.00 -4.22 0.477
H 2.79 -0.25 -1.79 0.608
C -1.40 -0.88 5.60 -0.494
C -0.04 -0.63 5.69 -0.648
C 0.68 -0.24 4.58 -0.455
C 0.01 -0.09 3.36 0.309
C -1.35 -0.35 3.26 0.188
C -2.06 -0.73 4.39 -1.040
N 0.70 0.36 2.19 0.745
N 1.88 0.71 2.35 -0.433
C 2.42 1.46 1.30 0.144
C 3.70 1.97 1.48 -0.710
C 4.13 2.95 0.60 -0.575
C 3.29 3.40 -0.41 -0.779
C 2.03 2.83 -0.61 -0.278
C 1.57 1.82 0.23 0.708
H -1.95 -1.19 6.48 0.417
H 0.47 -0.75 6.64 0.410
H 1.74 -0.05 4.64 0.479
H -1.83 -0.27 2.31 0.189
H -3.12 -0.94 4.31 0.440
H 4.30 1.64 2.32 0.488
H 5.12 3.39 0.71 0.415
H 3.62 4.19 -1.07 0.425
H 1.41 3.17 -1.43 0.473
F -1.41 -3.26 2.40 -0.170
C -1.42 -3.60 1.11 0.326
F -2.67 -3.43 0.66 -0.234
F -1.11 -4.89 1.01 -0.235
C -0.43 -2.70 0.30 1.130
O -0.84 -1.40 0.41 -0.275
C 1.02 -2.87 0.85 0.305
F 1.84 -1.97 0.23 -0.152
F 1.53 -4.08 0.66 -0.254
F 1.08 -2.58 2.15 -0.198
C -0.48 -3.11 -1.21 0.351
F -1.70 -2.91 -1.71 -0.261
F -0.13 -4.37 -1.44 -0.246
F 0.36 -2.33 -1.92 -0.202
```

Values from the calculation:
Spin multiplicity: 2
Charge: +1
HOMO energy (spin up / spin down): -11.20 / -11.16 eV
⟨S²⟩: 0.758

=====

A structure of composition C28H18AlCl5N2O7. Source: OMol25; level of theory: ωB97M-V/def2-TZVPD.

Structure (XYZ):
```
61
Properties=species:S:1:pos:R:3:mulliken_charge:R:1
Al 1.08 -0.70 1.25 -0.411
O 2.84 -3.48 -1.48 -0.482
C 2.12 -2.70 -0.70 0.269
O 2.59 -1.84 0.02 -0.347
C 0.66 -2.90 -0.73 0.461
C -0.08 -3.79 -1.47 -0.500
C -1.47 -3.77 -1.31 -0.617
C -2.05 -2.89 -0.42 -0.937
C -1.23 -2.02 0.29 0.358
N 0.08 -2.04 0.11 0.711
C -1.65 -0.97 1.32 0.618
O -2.82 -0.81 1.57 -0.685
O -0.62 -0.36 1.80 -0.167
H 3.78 -3.26 -1.39 0.397
H 0.41 -4.48 -2.14 0.602
H -2.08 -4.45 -1.88 0.461
H -3.12 -2.86 -0.24 0.647
Cl 4.05 -4.34 7.07 -0.188
C 3.41 -3.42 5.77 0.289
C 2.21 -3.79 5.16 -0.076
Cl 1.35 -5.17 5.73 -0.191
C 1.72 -3.06 4.09 0.553
Cl 0.25 -3.51 3.30 -0.188
C 2.40 -1.93 3.60 -0.332
O 1.93 -1.26 2.58 0.049
C 3.59 -1.57 4.22 0.255
Cl 4.43 -0.20 3.61 -0.170
C 4.09 -2.30 5.30 0.144
Cl 5.56 -1.82 6.04 -0.183
C -4.64 1.71 -0.57 -1.456
C -3.64 2.83 -0.74 0.680
C -4.02 4.11 -0.35 -0.896
C -3.12 5.16 -0.42 -0.756
C -1.85 4.94 -0.90 -0.578
C -1.45 3.66 -1.30 -0.160
N -0.09 3.57 -1.68 -0.279
C 0.58 2.55 -2.36 -0.344
C 0.36 2.34 -3.72 -0.297
C 1.08 1.39 -4.42 -0.601
C 2.04 0.62 -3.78 -0.680
C 2.24 0.79 -2.42 -0.479
C 1.52 1.74 -1.70 0.930
C 1.67 1.84 -0.22 0.066
O 1.83 2.88 0.37 -0.680
O 1.52 0.68 0.39 -0.345
C -2.35 2.59 -1.24 1.119
C -1.95 1.17 -1.58 -0.825
H -5.55 2.10 -0.12 0.374
H -4.25 0.93 0.09 0.240
H -4.90 1.24 -1.52 0.348
H -5.02 4.27 0.04 0.317
H -3.42 6.15 -0.10 0.381
H -1.13 5.75 -0.96 0.481
H 0.51 3.98 -0.97 0.425
H -0.38 2.95 -4.23 0.477
H 0.91 1.25 -5.48 0.407
H 2.62 -0.10 -4.34 0.424
H 2.98 0.20 -1.89 0.595
H -1.54 1.09 -2.58 0.336
H -2.79 0.50 -1.51 0.451
H -1.18 0.81 -0.88 -0.015
```

Values from the calculation:
Spin multiplicity: 1
HOMO energy: -7.66 eV

=====

A structure of composition C28H18Cl5N8O3Ti. Source: OMol25; level of theory: ωB97M-V/def2-TZVPD.

Structure (XYZ):
```
63
Properties=species:S:1:pos:R:3:mulliken_charge:R:1
Ti 0.44 0.46 0.54 -0.784
O 1.40 1.74 1.42 -0.938
C 2.15 2.68 0.81 0.739
C 3.31 3.13 1.44 -0.574
C 4.08 4.10 0.84 -0.503
C 3.71 4.67 -0.38 -0.751
C 2.54 4.27 -0.98 -0.742
C 1.74 3.26 -0.41 0.954
C 0.44 2.99 -0.98 -0.655
N -0.26 1.99 -0.61 1.155
N -1.62 1.90 -0.90 -1.054
C -2.16 1.20 0.05 0.671
O -1.43 0.72 1.04 -0.275
C -3.60 0.87 0.03 0.583
C -4.41 1.32 -1.01 -0.360
C -5.75 0.98 -1.02 -0.662
C -6.28 0.18 -0.02 -0.386
C -5.47 -0.27 1.02 -0.865
C -4.13 0.07 1.04 -0.215
H 3.59 2.68 2.38 0.471
H 4.99 4.43 1.32 0.424
H 4.32 5.44 -0.83 0.429
H 2.21 4.72 -1.91 0.429
H -0.01 3.71 -1.66 0.442
H -3.99 1.94 -1.78 0.480
H -6.39 1.33 -1.83 0.410
H -7.33 -0.09 -0.03 0.410
H -5.88 -0.88 1.81 0.427
H -3.49 -0.26 1.84 0.481
Cl 6.22 -2.15 -3.69 -0.160
C 4.90 -1.50 -2.80 0.164
C 4.02 -0.61 -3.42 0.010
Cl 4.24 -0.18 -5.06 -0.178
C 2.95 -0.08 -2.69 0.626
Cl 1.81 0.97 -3.46 -0.152
C 2.76 -0.43 -1.36 -1.063
O 1.76 0.08 -0.64 0.507
C 3.63 -1.33 -0.76 0.599
Cl 3.37 -1.75 0.89 -0.187
C 4.70 -1.86 -1.47 0.045
Cl 5.77 -2.96 -0.71 -0.170
N -0.55 -1.01 -2.51 -0.078
C -0.99 -1.71 -1.46 0.403
N -1.90 -2.66 -1.69 -0.786
C -2.30 -3.34 -0.62 0.264
N -3.21 -4.29 -0.78 -0.341
N -1.84 -3.15 0.65 -0.727
C -0.98 -2.18 0.76 -0.553
N -0.50 -1.41 -0.23 0.475
C -0.43 -1.90 2.13 1.546
C -0.78 -2.68 3.21 -0.646
C -0.22 -2.39 4.44 -0.571
C 0.66 -1.33 4.56 -0.945
C 0.94 -0.57 3.43 -0.349
N 0.41 -0.85 2.24 0.870
H -0.96 -1.20 -3.41 0.256
H 0.10 -0.25 -2.41 -0.145
H -3.58 -4.47 -1.70 0.259
H -3.53 -4.82 0.01 0.241
H -1.46 -3.50 3.06 0.576
H -0.46 -2.99 5.31 0.464
H 1.12 -1.07 5.50 0.465
H 1.59 0.29 3.46 0.542
```

Values from the calculation:
Spin multiplicity: 1
Charge: +1
HOMO energy: -11.15 eV

=====

A structure of composition C28H18F4N12O3OsS2. Source: OMol25; level of theory: ωB97M-V/def2-TZVPD.

Structure (XYZ):
```
68
Properties=species:S:1:pos:R:3:mulliken_charge:R:1
Os 0.32 0.25 1.29 1.413
O 0.22 0.39 3.27 -0.679
N -0.27 -0.59 4.01 0.416
C -0.46 -0.34 5.32 -0.260
C -1.02 -1.27 6.15 -0.774
C -1.37 -2.52 5.62 -0.239
C -1.13 -2.78 4.29 -0.780
C -0.58 -1.79 3.47 0.563
S -0.34 -2.05 1.79 -0.400
H -0.17 0.65 5.64 0.491
H -1.21 -1.02 7.18 0.443
H -1.83 -3.27 6.25 0.434
H -1.38 -3.73 3.84 0.443
N 4.67 -0.61 2.02 -0.412
C 3.63 -0.99 1.25 0.544
N 3.92 -1.60 0.09 -0.316
O 2.47 -0.79 1.63 -0.484
H 5.63 -0.79 1.79 0.161
H 4.45 -0.15 2.89 0.230
H 4.86 -1.84 -0.18 0.169
H 3.17 -1.95 -0.49 0.173
C 0.97 4.03 -3.42 -1.413
C 0.59 4.15 -1.99 0.886
C -0.28 5.08 -1.47 -0.983
C -0.51 5.09 -0.08 1.263
N 0.15 4.27 0.73 -0.470
C 0.98 3.37 0.24 0.091
S 1.88 2.32 1.23 -0.494
N 1.19 3.31 -1.12 0.080
C -1.50 6.01 0.54 -1.628
H 0.27 4.59 -4.04 0.384
H 0.97 2.99 -3.73 0.373
H 1.97 4.43 -3.57 0.330
H -0.79 5.77 -2.12 0.450
H 1.84 2.60 -1.45 0.311
H -1.65 6.89 -0.07 0.472
H -1.18 6.30 1.54 0.364
H -2.45 5.49 0.63 0.319
N -1.69 3.47 2.77 -0.230
C -1.88 2.23 2.31 1.013
O -1.27 1.87 1.27 -0.871
C -2.78 1.36 3.02 0.561
C -3.02 0.08 2.51 0.000
N -3.15 -1.00 2.12 -0.391
C -3.37 1.74 4.22 -0.287
N -3.79 2.08 5.24 -0.383
H -1.00 4.03 2.28 0.304
H -2.15 3.81 3.60 0.185
F -2.77 -3.02 -3.91 -0.313
C -1.46 -3.26 -3.89 0.162
C -0.95 -4.28 -4.67 0.126
F -1.80 -4.97 -5.42 -0.300
C 0.43 -4.58 -4.70 0.370
C 1.25 -3.80 -3.85 0.108
C 0.73 -2.80 -3.06 0.210
F 1.57 -2.09 -2.28 -0.289
C -0.64 -2.46 -3.07 0.709
C -1.14 -1.34 -2.31 0.173
C -0.40 -0.66 -1.41 0.469
N 0.14 0.00 -0.59 -0.292
C -2.46 -0.87 -2.45 -0.333
N -3.52 -0.44 -2.54 -0.572
F 2.57 -4.02 -3.79 -0.319
C 0.97 -5.59 -5.54 0.683
C 0.18 -6.40 -6.36 0.022
N -0.41 -7.11 -7.05 -0.491
C 2.34 -5.83 -5.65 0.028
N 3.46 -6.04 -5.78 -0.522
```

Values from the calculation:
Spin multiplicity: 6
Charge: +1
HOMO energy (spin up / spin down): -9.62 / -10.20 eV
⟨S²⟩: 8.830

=====

Max |F|, record by record: 2.90 1.46 3.30 0.50 0.74 0.39 2.84 eV/Å